Entry 1:
Entry from the OMol25 dataset: a 2-piece molecular cluster, C20H38BBrF2I2N4O10P2Si overall (the ωB97M-V functional and the def2-TZVPD basis).

CARTESIAN COORDINATES (ANGSTROEM)
C  -0.0113  3.5887  2.0377
C  0.2508  3.0166  0.6342
C  -0.8641  2.0591  0.2386
C  -0.6315  0.9456  -0.8520
P  0.5993  1.5195  -2.1253
P  -0.2296  3.3847  -2.8920
O  -1.5391  3.7568  -2.3471
O  0.8665  4.5323  -2.6918
O  -0.3129  3.1516  -4.4721
N  -1.9779  0.7659  -1.4378
C  -2.4355  0.8530  -2.8002
C  -3.7747  1.5803  -2.8998
O  -4.1910  2.3806  -2.0898
O  -4.4629  1.1836  -3.9884
C  -2.6149  0.0539  -0.4630
N  -3.8467  0.3707  -0.1259
Br  -4.8007  -0.3903  1.2449
N  -1.8325  -0.8723  0.1318
C  -2.3826  -2.2487  0.0433
C  -2.4955  -2.9714  1.3784
N  -3.2539  -4.2043  1.1789
C  -0.3803  -0.5274  -0.1881
C  0.2618  -0.4615  1.2189
C  1.7815  -0.3670  1.2978
O  2.3391  0.4643  0.2641
Si  4.0002  0.5769  0.1738
C  4.4009  2.3740  -0.2274
C  4.6503  -0.4933  -1.2218
C  4.8690  0.1397  1.7600
C  0.4032  -1.5677  -1.0391
I  0.7414  -3.4321  -0.0088
C  -0.1402  -1.8233  -2.4947
C  0.8695  -1.4011  -3.5831
I  -0.5257  -3.9193  -2.9463
H  -0.8510  4.2781  2.0414
H  0.8752  4.1300  2.3666
H  -0.1567  2.7771  2.7491
H  1.2321  2.5558  0.6738
H  0.3043  3.8760  -0.0339
H  -1.2696  1.6356  1.1522
H  -1.6604  2.6679  -0.1900
H  1.7213  1.9502  -1.4355
H  1.7499  4.2009  -2.5045
H  0.5282  2.8343  -4.8205
H  -1.7242  1.3455  -3.4552
H  -2.6393  -0.1265  -3.2406
H  -5.4001  1.1053  -3.7812
H  -4.2954  1.1364  -0.6175
H  -3.3988  -2.1871  -0.3547
H  -1.8315  -2.8817  -0.6459
H  -2.9426  -2.3204  2.1259
H  -1.5090  -3.2344  1.7470
H  -3.8617  -4.4212  1.9499
H  -3.7516  -4.2390  0.3037
H  -0.1696  0.3482  1.7898
H  -0.0210  -1.3528  1.7718
H  2.0432  0.0524  2.2685
H  2.2585  -1.3437  1.2806
H  3.5327  2.9295  -0.5801
H  5.1336  2.4011  -1.0362
H  4.8557  2.8814  0.6201
H  5.6448  -0.8349  -0.9319
H  4.0223  -1.3632  -1.4075
H  4.7755  0.0880  -2.1335
H  4.3879  0.5563  2.6411
H  5.0070  -0.9346  1.8650
H  5.8679  0.5749  1.6863
H  1.4000  -1.1663  -1.1744
H  -1.1238  -1.4038  -2.6528
H  1.7082  -0.8625  -3.1507
H  1.2944  -2.2598  -4.0913
H  0.4003  -0.7703  -4.3346
B  -1.8029  -2.5177  4.7527
O  -0.9959  -3.1545  5.8404
C  0.2726  -3.2268  5.4938
O  1.1750  -3.6793  6.1369
C  0.4065  -2.6159  4.0815
O  1.4033  -2.5000  3.4133
O  -0.7831  -2.2214  3.6851
F  -2.3851  -1.3393  5.1790
F  -2.7569  -3.3862  4.2493

Forces on atoms 1 to 3 (eV/Å):
C 0.5 -0.1 -0.3
C 0.1 0.3 0.8
C -0.1 0.3 -0.5

## Properties
- E_LUMO (eV) = -1.118
- HOMO (Ha) = -0.31628
- Kohn-Sham gap (eV) = 7.5



Entry 2:
Entry from the OMol25 dataset: CCl4OS as an isolated structure (the ωB97M-V functional and the def2-TZVPD basis).

CARTESIAN COORDINATES (ANGSTROEM)
C  1.0964  -1.1678  -0.1559
O  -1.3138  0.0491  0.6318
S  -0.3898  0.5696  -0.3446
Cl  1.7070  -0.4171  1.2171
Cl  0.0202  -2.3832  0.1475
Cl  0.4366  2.1605  0.4778
Cl  -1.5566  1.1890  -1.9737

Forces on atoms 1 to 3 (eV/Å):
C 1.7 -0.3 -1.9
O -0.3 0.7 -0.3
S -2.0 -0.9 -0.3

## Properties
- E_LUMO (eV) = -1.807
- HOMO (Ha) = -0.32737
- Kohn-Sham gap (eV) = 7.1



Entry 3:
Entry from the OMol25 dataset: one molecule with the formula C4H3NO (the ωB97M-V functional and the def2-TZVPD basis).

CARTESIAN COORDINATES (ANGSTROEM)
O  1.5296  -1.2864  0.5511
C  0.2420  -0.9381  1.0050
C  -0.4661  0.0417  0.1343
C  -1.0350  0.8124  -0.6263
C  -1.7149  2.1455  -1.5767
N  -1.9639  0.9707  -1.7891
H  1.4546  -1.6124  -0.3547
H  0.3745  -0.5119  2.0045
H  -0.4065  -1.8265  1.1260

Forces on atoms 1 to 3 (eV/Å):
O -0.1 -0.1 -0.2
C -0.4 0.4 0.0
C -0.3 0.6 -0.5

## Properties
- E_LUMO (eV) = 0.091
- HOMO (Ha) = -0.38707
- Kohn-Sham gap (eV) = 10.6



Entry 4:
Entry from the OMol25 dataset: C7H5F6NO6S2Tl as an isolated structure (the ωB97M-V functional and the def2-TZVPD basis).

CARTESIAN COORDINATES (ANGSTROEM)
Tl  18.5929  -20.4174  -1.6943
C  17.4955  -27.5184  3.5046
F  17.9021  -26.9327  4.6767
F  17.4376  -28.8383  3.6244
F  16.3195  -27.0757  3.2493
S  18.6705  -27.1744  2.0519
O  18.5276  -25.7631  1.9280
O  20.0078  -27.6012  2.5230
O  18.3212  -27.9757  0.8509
C  13.0187  -13.6706  -4.6416
F  12.1926  -13.3505  -5.6675
F  13.4239  -12.5774  -3.9803
F  12.2847  -14.4406  -3.7614
S  14.5445  -14.6147  -5.2491
O  15.5712  -13.6633  -5.5753
O  15.0014  -15.5276  -4.1746
O  14.1915  -15.3446  -6.4961
N  14.1436  -20.5692  3.0573
C  12.8352  -20.2610  2.7465
C  11.7930  -20.4144  3.6690
C  12.0839  -20.7265  5.0306
C  13.4232  -20.9199  5.3336
C  14.4483  -20.9261  4.3422
H  12.5012  -20.0417  1.7431
H  10.7589  -20.4251  3.3574
H  11.3333  -20.8170  5.8018
H  13.6385  -21.1329  6.3702
H  15.4169  -21.3547  4.5529

Forces on atoms 1 to 3 (eV/Å):
Tl 0.0 0.0 0.0
C 1.6 -0.7 0.6
F 0.1 -0.8 -1.6

## Properties
- E_LUMO (eV) = -10.419
- HOMO (Ha) = -0.41952
- Kohn-Sham gap (eV) = 1.0
- net charge = +1



Entry 5:
Entry from the OMol25 dataset: a 2-piece molecular cluster, H6N3OP overall (the ωB97M-V functional and the def2-TZVPD basis).

CARTESIAN COORDINATES (ANGSTROEM)
N  1.9239  0.9307  -0.5664
N  1.2046  -1.6626  0.0683
N  -0.2834  0.3288  1.0333
O  -3.1313  1.2626  -0.4914
P  0.8710  -0.0460  0.0594
H  2.7351  0.5339  -1.0559
H  1.9581  -2.0798  -0.5123
H  0.7880  -2.4125  0.5303
H  -2.7554  0.2889  -0.5812
H  -0.2748  1.3123  1.1087
H  -3.0358  1.5439  0.4071

Forces on atoms 1 to 3 (eV/Å):
N -0.8 -1.3 0.0
N 1.8 0.4 -1.9
N 0.6 -1.9 -1.1

## Properties
- E_LUMO (eV) = 0.152
- HOMO (Ha) = -0.35430
- SMILES = [H]/N=P(\N)=N/[H].O
- Kohn-Sham gap (eV) = 9.8



Entry 6:
Entry from the OMol25 dataset: a 2-piece molecular cluster, C5H14NO6P2 overall (the ωB97M-V functional and the def2-TZVPD basis).

CARTESIAN COORDINATES (ANGSTROEM)
C  -1.8139  2.8828  -0.4290
C  1.1849  -0.9812  -2.0398
C  2.7690  -2.2242  0.6508
C  -1.2657  1.4664  -0.4133
C  -0.6392  -0.2539  1.1083
N  -1.1676  0.9753  0.9462
O  -0.3779  -2.8690  0.4126
O  -2.5586  -1.9363  1.3706
O  -1.9787  -1.4285  -1.0469
O  2.2683  1.5709  0.6026
O  1.8996  0.0255  -1.3616
O  2.8970  -0.8348  0.8605
P  -1.3324  -1.7480  0.2570
P  1.7732  0.2243  0.2843
H  -2.7771  2.9300  0.0763
H  -1.1206  3.5568  0.0736
H  -1.9387  3.2223  -1.4536
H  0.5925  -0.5184  -2.8341
H  0.5060  -1.5180  -1.3772
H  1.8866  -1.6928  -2.4858
H  1.7226  -2.5410  0.6559
H  3.3087  -2.7214  1.4624
H  3.2216  -2.5055  -0.3063
H  -0.2630  1.4491  -0.8652
H  -1.9003  0.7735  -0.9686
H  -0.3653  -0.4982  2.1282
H  -3.3328  -1.6069  0.9132
H  -0.7863  1.6810  1.5703

Forces on atoms 1 to 3 (eV/Å):
C 0.1 -0.2 0.1
C -0.3 -0.3 -0.2
C -0.1 -0.4 -0.1

## Properties
- E_LUMO (eV) = 3.413
- HOMO (Ha) = -0.16863
- Kohn-Sham gap (eV) = 8.0
- net charge = -1



Entry 7:
Entry from the OMol25 dataset: CH4Br2Si as an isolated structure (the ωB97M-V functional and the def2-TZVPD basis).

CARTESIAN COORDINATES (ANGSTROEM)
C  -0.9346  1.0949  0.8658
Si  0.4856  -0.0095  0.1919
Br  -1.2865  1.0392  2.6580
Br  -0.9062  2.8368  0.1453
H  -2.3748  0.3704  0.2514
H  0.0765  -0.3002  -1.2333
H  0.7048  -1.2705  0.7050
H  1.9595  0.6441  0.2913

Forces on atoms 1 to 3 (eV/Å):
C -2.9 -2.6 -2.7
Si 1.0 2.3 -1.8
Br -0.1 0.0 2.0

## Properties
- E_LUMO (eV) = -0.330
- HOMO (Ha) = -0.35254
- Kohn-Sham gap (eV) = 9.3



Entry 8:
Entry from the OMol25 dataset: a 2-piece molecular cluster, BrCl2HNP overall (the ωB97M-V functional and the def2-TZVPD basis).

CARTESIAN COORDINATES (ANGSTROEM)
N  1.4350  0.4016  -0.3234
P  -0.1103  0.1132  -0.3060
Cl  -0.8691  -2.9359  1.1463
Cl  -0.9905  0.0593  -2.0762
Br  -1.1721  1.4359  1.1212
H  1.7070  0.9259  0.4381

Forces on atoms 1 to 3 (eV/Å):
N -2.9 -1.9 -2.8
P 1.5 0.2 1.4
Cl 0.3 1.6 -0.8

## Properties
- E_LUMO (spin up / spin down) (eV) = -3.944 / -3.943
- HOMO (spin up / spin down) (Ha) = -0.34550 / -0.34557
- Kohn-Sham gap (spin up / spin down) (eV) = 5.5 / 5.5



Question: Which formula does entry 3 have?
Answer: C4H3NO